Record 1
DFT (ωB97M-V/def2-TZVPD) results for an isolated molecule of C14H15ClN2OS.

XYZ file:
```
34
Properties=species:S:1:pos:R:3:mulliken_charge:R:1
Cl 5.287 3.237 1.536 -0.228
C 4.215 2.058 0.749 0.155
C 4.840 1.068 -0.110 0.000
C 4.163 0.163 -0.603 -1.191
C 2.746 0.315 -0.371 0.794
O 2.156 -0.875 -1.086 -0.343
C 0.873 -1.013 -1.274 -0.258
C 0.203 0.146 -2.162 -0.584
C -1.371 0.422 -1.708 -0.800
C -2.094 -1.028 -1.786 -0.858
S -4.014 -0.675 -1.411 -0.204
C -3.623 -0.889 0.427 0.465
N -4.777 -0.527 1.138 -0.445
C -4.492 -0.848 2.428 -0.027
C -3.399 -1.047 2.985 -0.220
C -2.234 -1.253 2.228 -0.743
N -2.522 -0.839 0.671 -0.130
C 2.281 1.122 0.371 0.299
C 3.108 2.019 1.060 -0.552
H 6.061 1.187 -0.006 0.167
H 4.673 -0.665 -1.248 0.285
H 0.556 -1.973 -1.523 0.449
H 0.407 -0.690 -0.083 -0.076
H 0.592 1.140 -1.843 0.323
H 0.208 -0.379 -3.139 0.370
H -1.301 0.562 -0.575 0.093
H -1.752 1.032 -2.258 0.932
H -1.846 -1.791 -1.103 0.382
H -2.226 -1.276 -2.828 0.430
H -5.596 -0.620 2.877 0.291
H -3.362 -0.992 4.320 0.162
H -1.430 -1.317 2.560 0.681
H 1.178 1.249 0.348 0.175
H 2.492 2.980 1.418 0.204
```

Values from the calculation:
LUMO ... -0.901 eV
Energy above the lowest of the compared OMol25 structures with the same formula, charge and spin ... 16.063 eV
Charge ... 0
SMILES ... Clc1ccc(OCCCCSc2ncccn2)cc1
2S+1 ... 1
HOMO energy ... -8.52 eV

Record 2
DFT (ωB97M-V/def2-TZVPD) results for a structure of composition C14H15F4N4PtS.

XYZ file:
```
39
Properties=species:S:1:pos:R:3:mulliken_charge:R:1
Pt -0.712 -0.413 -0.053 0.698
C 1.345 -2.602 -0.778 -1.031
N 1.274 -1.296 -0.117 -0.296
C 2.285 -0.393 -0.699 -0.873
C 1.474 -1.449 1.341 -0.829
C 1.288 -0.106 2.034 -0.650
N 0.336 0.698 1.276 -0.077
C 0.164 2.030 1.561 0.336
C -0.323 2.936 0.589 0.199
F -0.504 2.504 -0.677 -0.368
C -0.544 4.268 0.857 -0.007
F -1.008 5.057 -0.119 -0.297
C -0.270 4.805 2.098 -0.417
C 0.245 3.960 3.055 0.091
F 0.528 4.430 4.271 -0.291
C 0.476 2.620 2.801 0.445
F 0.968 1.864 3.803 -0.318
H 2.361 -3.001 -0.724 0.432
H 1.065 -2.501 -1.827 0.351
H 0.669 -3.303 -0.292 0.316
H 3.287 -0.731 -0.418 0.375
H 2.135 0.622 -0.344 0.220
H 2.198 -0.399 -1.784 0.373
H 2.470 -1.853 1.551 0.374
H 0.726 -2.157 1.699 0.447
H 2.245 0.420 2.102 0.514
H 0.945 -0.287 3.054 0.415
H -0.439 5.852 2.302 0.485
S -2.954 0.198 -0.281 -0.434
C -2.357 -0.997 -1.373 0.284
N -2.480 -0.818 -2.736 -0.014
C -2.374 -1.847 -3.590 -0.057
C -2.037 -3.088 -3.122 -0.664
C -1.778 -3.206 -1.752 -0.049
N -1.976 -2.207 -0.905 -0.362
H -2.739 0.106 -3.063 0.265
H -2.565 -1.631 -4.632 0.440
H -1.973 -3.940 -3.781 0.430
H -1.452 -4.148 -1.325 0.542
```

Values from the calculation:
LUMO (spin up / spin down) ... -5.364 / -5.363 eV
Energy above the lowest of the compared OMol25 structures with the same formula, charge and spin ... 1.968 eV
Charge ... +1
2S+1 ... 1
HOMO energy (spin up / spin down) ... -10.25 / -10.25 eV

Record 3
DFT (ωB97M-V/def2-TZVPD) results for a structure of composition C14H15KN3O3S2.

XYZ file:
```
38
Properties=species:S:1:pos:R:3:mulliken_charge:R:1
K -1.678 0.825 2.029 0.949
O -0.199 1.170 -2.608 -0.593
C -0.191 0.833 -3.778 0.855
O 0.722 -1.232 -1.941 -0.506
C 0.969 -1.244 -3.126 0.414
O 1.782 -2.137 -3.766 -0.361
N 0.468 -0.350 -4.145 0.133
C 1.315 -2.251 -5.157 -0.303
C 0.489 -1.010 -5.453 -0.530
H 0.691 -3.162 -5.223 0.235
H 2.183 -2.350 -5.828 0.290
H -0.527 -1.289 -5.779 0.287
H 0.927 -0.381 -6.238 0.340
C -0.809 1.700 -4.794 -0.388
C -1.596 2.692 -4.326 -0.635
H -0.589 1.504 -5.848 0.263
H -1.784 2.781 -3.249 0.218
H -2.056 3.412 -5.008 0.283
C 1.891 3.110 2.269 -1.008
C 1.383 2.339 3.436 0.554
N 0.730 1.215 3.300 -0.457
C 0.459 0.592 4.531 0.257
C 0.827 1.390 5.603 -0.415
S 1.562 2.876 5.100 -0.140
C -0.282 -0.657 4.562 0.284
C -0.840 -1.309 5.648 -0.421
S -1.849 -2.643 5.186 -0.135
C -1.407 -2.310 3.508 0.541
N -0.667 -1.242 3.346 -0.557
C -1.886 -3.093 2.334 -0.956
H 1.384 4.087 2.229 0.313
H 2.974 3.282 2.377 0.321
H 1.692 2.522 1.358 0.269
H 0.619 1.143 6.636 0.359
H -0.718 -0.975 6.668 0.371
H -1.603 -4.155 2.446 0.318
H -2.987 -3.021 2.268 0.305
H -1.400 -2.665 1.434 0.245
```

Values from the calculation:
LUMO ... -3.012 eV
Charge ... +1
2S+1 ... 1
HOMO energy ... -11.14 eV

Record 4
DFT (ωB97M-V/def2-TZVPD) results for an isolated molecule of C14H15N.

XYZ file:
```
30
Properties=species:S:1:pos:R:3:mulliken_charge:R:1
C 0.036 1.847 -0.634 -0.280
C -4.220 0.110 0.906 -0.532
C -3.272 -0.830 1.411 -0.702
C -3.888 0.875 -0.268 -0.471
C -1.948 -0.788 0.999 -0.367
C -2.615 0.955 -0.683 -0.660
C -1.556 0.134 -0.048 1.018
C 0.938 -0.351 -0.320 0.407
C 2.067 -0.077 0.340 -0.315
C -0.306 0.486 -0.491 0.379
C 0.774 -1.613 -2.538 -1.190
C 4.035 0.639 1.959 -1.109
C 0.926 -1.769 -0.944 -0.745
C 2.931 1.001 0.829 -0.634
N 0.494 2.852 -0.974 -0.572
H -5.163 0.111 1.370 0.411
H -3.481 -1.348 2.254 0.456
H -4.642 1.399 -0.754 0.448
H -1.284 -1.213 1.618 0.556
H -2.450 1.528 -1.593 0.314
H 1.534 -1.037 -2.990 0.347
H -0.181 -1.082 -2.777 0.252
H 0.766 -2.436 -3.181 0.442
H 3.410 0.336 2.838 0.287
H 4.493 1.626 2.055 0.348
H 4.723 -0.103 1.593 0.325
H 1.918 -2.166 -0.707 0.388
H 0.174 -2.452 -0.599 0.354
H 3.408 1.528 0.023 0.461
H 2.379 1.837 1.306 0.384
```

Values from the calculation:
LUMO (spin up / spin down) ... -0.198 / -1.528 eV
Energy above the lowest of the compared OMol25 structures with the same formula, charge and spin ... 5.270 eV
Charge ... 0
2S+1 ... 1
HOMO energy (spin up / spin down) ... -7.66 / -8.23 eV

Record 5
DFT (ωB97M-V/def2-TZVPD) results for a structure of composition C14H15N3O3S2.

XYZ file:
```
37
Properties=species:S:1:pos:R:3:mulliken_charge:R:1
C -0.462 -3.081 1.512 -1.347
C 0.802 -2.318 0.942 0.655
N 1.415 -1.309 1.584 -0.961
N 2.314 -0.850 0.950 0.320
C 2.472 -1.449 -0.366 0.554
S 3.527 -0.714 -1.303 -0.336
C 3.716 0.940 -0.501 1.198
C 4.809 1.094 0.329 -1.414
H 4.910 2.116 0.714 0.353
H 5.823 0.639 0.091 0.262
H 4.410 0.664 1.296 0.308
H 4.060 1.737 -1.631 0.331
C 2.491 1.476 -0.300 -0.377
O 2.443 2.462 0.818 -0.718
N 1.397 1.312 -1.102 -0.159
C -0.006 1.233 -0.448 -0.035
C -0.742 0.260 -1.236 -0.315
C -2.136 0.201 -0.821 0.102
C -2.476 1.032 0.161 0.775
C -1.767 1.831 1.034 -1.048
C -0.473 1.959 0.433 0.305
H 0.107 2.711 1.234 0.103
H -2.137 2.415 1.832 0.506
O -3.931 0.807 0.850 -0.407
C -4.515 -0.194 -0.122 -0.713
C -4.183 -0.400 -1.397 -0.203
H -4.760 -1.462 -1.842 0.254
O -2.852 -0.424 -1.680 -0.338
H -4.707 0.470 -1.737 0.268
H -5.541 -0.295 0.415 0.370
H -4.121 -1.175 0.534 0.235
H -0.458 -0.150 -2.278 0.282
H 1.642 0.818 -1.780 0.213
S 1.306 -2.679 -0.688 -0.130
H -0.796 -2.821 2.437 0.342
H -0.246 -3.944 1.472 0.638
H -1.338 -2.913 0.596 0.126
```

Values from the calculation:
LUMO ... -0.278 eV
Energy above the lowest of the compared OMol25 structures with the same formula, charge and spin ... 15.667 eV
Charge ... 0
2S+1 ... 1
HOMO energy ... -8.06 eV

Record 6
DFT (ωB97M-V/def2-TZVPD) results for a structure of composition C14H15N3OS.

XYZ file:
```
34
Properties=species:S:1:pos:R:3:mulliken_charge:R:1
C 1.911 3.327 -0.172 -1.382
N 1.313 2.068 -0.445 0.038
C 1.879 1.005 0.008 0.181
C 1.283 -0.372 -0.375 -0.013
C 1.782 -1.686 0.026 0.137
C 2.766 -1.549 1.125 -1.214
C 3.227 -0.357 1.622 -0.777
C 2.759 0.960 0.831 0.135
H 3.144 1.902 1.185 0.397
H 4.177 -0.221 2.145 0.331
H 3.177 -2.181 1.475 0.941
C 1.143 -2.745 -0.322 0.116
O 1.970 -3.998 -0.513 -0.720
N -0.094 -2.878 -0.340 0.058
N -1.002 -2.024 -0.206 -0.273
C -2.312 -2.237 -0.091 0.013
C -3.133 -1.313 0.155 0.155
C -4.561 -1.283 0.001 -0.806
S -5.225 0.314 0.326 -0.121
C -3.862 0.981 0.965 -0.349
C -2.828 0.106 0.554 -0.385
H -1.876 0.444 1.025 0.346
H -3.843 2.045 1.299 0.365
H -5.154 -2.001 -0.296 0.585
H -2.657 -2.982 -0.824 0.254
H -0.362 -3.869 -0.677 0.392
H 0.448 -0.600 -1.077 0.347
C 0.202 2.182 -1.518 -1.292
H 0.487 1.583 -2.314 0.471
H -0.180 2.983 -1.603 0.614
H -0.666 1.512 -1.223 0.201
H 2.852 3.262 -0.774 0.420
H 1.358 4.160 -0.755 0.302
H 1.879 3.462 0.781 0.530
```

Values from the calculation:
LUMO ... -1.092 eV
Energy above the lowest of the compared OMol25 structures with the same formula, charge and spin ... 15.291 eV
Charge ... 0
2S+1 ... 1
HOMO energy ... -7.80 eV

| no. | maximum force (eV/Å) | DFT total energy (a.u.) |
| --- | --- | --- |
| 1 | 19.821 | -1585.05888 |
| 2 | 2.774 | -1678.17529 |
| 3 | 2.534 | -2328.62041 |
| 4 | 4.722 | -597.01792 |
| 5 | 15.948 | -1728.30358 |
| 6 | 19.385 | -1179.65013 |